Entry from OMol25: a cluster of 15 separate species, C37H102ClO36S14 in total at a distorted geometry (wB97M-V/def2-TZVPD).

Last column: Löwdin charge in e.
Element x y z (Å)
Cl1 -0.099 -0.894 0.001  0.586
S1 -4.837 -4.883 1.944  0.837
S2 -4.896 -1.713 0.181  0.839
S3 -0.171 4.678 -2.511  0.689
S4 -0.706 0.786 7.615  0.713
S5 -6.206 5.173 4.106  0.701
S6 0.208 -3.433 3.915  0.841
S7 1.642 4.128 2.023  0.739
S8 -0.670 -6.391 -2.400  0.670
S9 2.253 -2.811 -4.694  0.715
S10 3.715 -4.424 0.706  0.892
S11 5.712 0.774 0.726  0.849
S12 4.179 3.500 -6.478  0.682
S13 -2.802 0.171 -4.173  0.659
S14 4.425 -1.062 4.315  0.656
O1 -1.440 0.782 -4.901  -0.263
O2 -5.563 3.836 3.242  -0.261
O3 4.908 -0.837 5.804  -0.261
O4 -6.352 -2.209 -0.150  -0.588
O5 0.316 5.399 -1.272  -0.310
O6 -1.292 -0.168 0.007  -0.348
O7 -7.635 5.212 3.862  -0.290
O8 3.627 -2.269 4.282  -0.301
O9 3.758 2.304 -5.441  -0.297
O10 -1.617 5.132 -3.031  -0.273
O11 0.746 -6.468 -2.592  -0.276
O12 1.502 3.404 3.298  -0.346
O13 0.118 4.760 1.599  -0.270
O14 2.662 -1.497 -5.630  -0.285
O15 -0.687 2.183 8.535  -0.287
O16 0.722 -0.584 1.160  -0.375
O17 -1.297 -6.950 -1.185  -0.316
O18 -3.151 1.048 -3.102  -0.306
O19 -5.714 5.096 5.498  -0.309
O20 -1.537 -7.221 -3.606  -0.268
O21 0.644 0.211 7.689  -0.334
O22 -0.393 -2.328 -0.002  -0.370
O23 0.311 -4.648 4.875  -0.573
O24 5.615 -0.854 3.466  -0.345
O25 2.942 -4.043 -5.220  -0.323
O26 -3.919 -5.916 2.630  -0.584
O27 -3.861 -0.045 -5.166  -0.306
O28 5.278 2.946 -7.278  -0.311
O29 -1.935 0.018 7.968  -0.312
O30 5.031 2.129 0.435  -0.578
O31 0.674 -0.526 -1.142  -0.368
O32 0.814 -2.731 -4.487  -0.314
O33 0.713 4.599 -3.682  -0.309
O34 4.054 -4.604 -0.799  -0.584
O35 2.599 5.247 1.933  -0.292
O36 4.325 4.775 -5.727  -0.307
C1 3.146 2.655 -4.203  -0.255
C2 -4.908 -0.020 -0.536  -0.239
C3 0.136 4.415 8.918  -0.078
C4 0.532 3.047 8.395  -0.242
C5 3.777 -2.617 1.129  -0.248
C6 -5.438 6.486 3.126  -0.116
C7 -3.497 4.413 -4.469  -0.057
C8 4.764 -0.546 8.070  -0.078
C9 1.956 -4.670 0.910  -0.267
C10 4.057 -1.355 -5.937  -0.272
C11 -0.646 3.028 -1.897  -0.082
C12 4.064 -1.092 6.912  -0.302
C13 7.551 1.027 0.594  -0.221
C14 -1.081 4.047 1.799  -0.310
C15 -1.020 0.047 -6.091  -0.272
C16 5.324 -0.334 -0.711  -0.248
C17 -4.456 -5.131 0.133  -0.247
C18 -4.891 -1.276 1.965  -0.267
C19 0.196 0.773 -6.570  -0.071
C20 -4.021 2.027 2.949  -0.059
C21 -1.251 -4.659 -2.643  -0.106
C22 1.820 2.808 0.676  -0.074
C23 -1.369 -3.706 2.960  -0.238
C24 -2.004 4.620 -4.342  -0.250
C25 3.230 0.474 4.081  -0.035
C26 3.136 -2.497 -3.083  -0.088
C27 -6.587 -5.615 1.956  -0.223
C28 -0.973 1.614 5.885  -0.061
C29 3.406 1.464 -3.224  -0.024
C30 -2.192 -1.448 -3.365  -0.061
C31 2.629 3.505 -7.475  -0.094
C32 -0.274 -2.082 5.056  -0.248
C33 -2.162 4.974 1.373  -0.084
C34 4.314 -1.296 -7.468  -0.048
C35 -1.354 -6.762 -4.953  -0.296
C36 -4.323 3.312 3.747  -0.292
C37 -2.108 -7.827 -5.762  -0.077
H1 3.535 -1.887 0.357  0.029
H2 -3.674 3.798 -5.352  0.085
H3 1.455 -4.159 1.733  0.001
H4 2.664 2.167 0.932  0.039
H5 4.220 -2.550 -3.188  0.071
H6 4.699 0.540 8.008  0.085
H7 -0.506 -1.203 4.454  0.028
H8 -3.950 3.932 -3.602  0.080
H9 3.716 1.330 3.613  0.055
H10 4.800 -2.411 1.445  0.025
H11 -0.521 4.820 8.149  0.077
H12 3.403 3.650 -3.839  0.112
H13 -4.353 6.481 3.221  0.056
H14 -1.939 -5.888 -5.240  0.110
H15 -0.821 -1.024 -6.031  0.112
H16 0.003 1.846 -6.590  0.079
H17 1.422 -4.523 -0.029  0.045
H18 0.952 2.148 0.673  0.043
H19 2.102 2.715 -4.512  0.086
H20 3.887 -2.021 -8.161  0.081
H21 4.236 -0.274 -0.719  0.024
H22 2.856 0.742 5.069  0.043
H23 3.046 -0.704 6.880  0.102
H24 5.394 -1.244 -7.608  0.077
H25 -1.173 -2.360 5.604  0.064
H26 -5.708 6.285 2.089  0.074
H27 -1.519 3.650 -4.452  0.087
H28 4.020 -0.278 -7.725  0.059
H29 0.611 -1.842 5.647  0.036
H30 5.665 -1.356 -0.549  0.053
H31 5.810 -0.841 8.163  0.088
H32 1.922 3.299 -0.292  0.052
H33 -3.878 2.233 1.889  0.070
H34 3.932 -2.173 6.973  0.129
H35 -1.893 2.160 6.093  0.052
H36 -4.872 1.349 3.025  0.064
H37 -1.938 -2.234 -4.076  0.045
H38 -2.187 -4.113 3.555  0.037
H39 4.486 1.352 -3.123  0.071
H40 -7.074 -5.080 1.141  0.030
H41 2.811 -1.555 -2.641  0.040
H42 -3.601 -4.498 -0.102  0.022
H43 -4.039 5.347 -4.611  0.075
H44 0.283 2.637 -1.483  0.041
H45 1.811 -5.719 1.170  0.054
H46 5.687 0.085 -1.650  0.042
H47 -5.776 7.466 3.464  0.073
H48 -1.227 3.254 1.065  0.107
H49 -1.783 -2.839 2.444  0.037
H50 -6.552 -6.655 1.633  0.049
H51 2.426 0.103 3.445  0.048
H52 -1.946 5.384 0.386  0.078
H53 4.715 -2.142 -5.569  0.108
H54 -1.191 0.845 5.144  0.037
H55 -1.495 3.131 -1.221  0.076
H56 4.361 -0.407 -5.492  0.105
H57 2.584 2.552 -8.001  0.064
H58 -0.893 -4.236 -3.581  0.031
H59 -1.293 -1.179 -2.810  0.046
H60 -1.160 -4.450 2.191  0.045
H61 -3.123 1.558 3.350  0.075
H62 2.784 4.378 -8.108  0.065
H63 8.069 0.146 0.972  0.050
H64 3.113 -2.354 1.952  0.025
H65 -5.718 -0.600 2.180  0.045
H66 -3.187 4.614 1.459  0.070
H67 -0.827 -4.155 -1.774  0.056
H68 1.355 2.590 8.945  0.113
H69 7.712 1.209 -0.469  0.041
H70 0.935 5.133 9.105  0.082
H71 -7.160 -5.474 2.873  0.043
H72 -1.791 0.096 -6.859  0.113
H73 -5.030 -2.057 2.712  0.030
H74 2.755 -3.246 -2.390  0.049
H75 -4.047 -0.667 2.289  0.032
H76 -1.710 -8.835 -5.647  0.080
H77 -0.129 2.238 5.591  0.049
H78 -1.618 5.303 -5.098  0.123
H79 -4.178 0.623 -0.045  0.038
H80 -4.421 3.010 4.790  0.109
H81 -1.280 3.764 2.832  0.110
H82 -0.472 4.384 9.822  0.078
H83 0.884 3.264 7.386  0.107
H84 4.367 -0.783 9.057  0.087
H85 -4.149 -6.161 -0.052  0.056
H86 0.620 0.366 -7.488  0.092
H87 -2.332 -4.776 -2.730  0.070
H88 0.971 0.554 -5.835  0.067
H89 -5.920 0.305 -0.295  0.049
H90 -1.669 -7.562 -6.724  0.071
H91 1.826 3.692 -6.762  0.056
H92 -0.324 -6.634 -5.288  0.125
H93 -2.884 -1.796 -2.598  0.062
H94 -3.194 -7.731 -5.746  0.082
H95 2.925 0.588 -3.657  0.056
H96 2.975 1.524 -2.225  0.070
H97 -2.142 5.878 1.982  0.080
H98 -5.305 -4.819 -0.475  0.036
H99 -0.817 2.368 -2.748  0.047
H100 -4.916 0.127 -1.616  0.039
H101 -3.453 3.968 3.710  0.095
H102 7.762 1.928 1.171  0.048

Calculated values
- Frontier orbital gap: 8.22 eV
- DFT total energy: -277931.373 eV
- HOMO level: -6.695 eV
- Total charge: -1
- Strongest force on any atom: 4.68 eV Å⁻¹

Entry from OMol25: the molecule C8H11N3O3S at a distorted geometry (wB97M-V/def2-TZVPD).

Last column: Löwdin charge in e.
Element x y z (Å)
S1 1.577 1.032 -1.463  0.739
O1 0.711 0.772 -2.586  -0.277
O2 1.947 -0.371 -0.644  -0.153
O3 -2.806 -3.662 1.534  -0.036
N1 2.940 1.571 -1.582  -0.177
N2 0.704 2.017 -0.125  -0.094
N3 -1.608 -3.902 1.711  -0.015
C1 -0.411 -1.002 -0.252  -0.002
C2 -0.760 -2.994 1.157  -0.271
C3 -0.481 2.710 -0.464  -0.367
C4 -1.260 -1.865 0.456  0.021
C5 0.660 -3.237 1.156  -0.001
C6 1.485 -2.321 0.598  0.002
C7 -1.621 2.620 0.595  -0.084
C8 0.993 -1.192 -0.183  -0.256
H1 -2.268 -1.623 0.702  0.106
H2 -1.635 1.679 1.073  0.037
H3 -1.646 3.564 1.227  0.083
H4 -0.697 2.318 -1.517  0.107
H5 1.098 -4.172 1.478  0.118
H6 1.215 2.235 0.655  0.064
H7 -0.945 -0.277 -0.821  0.094
H8 -2.567 2.845 -0.052  0.101
H9 -0.416 3.783 -0.844  0.119
H10 3.264 1.934 -2.463  0.041
H11 2.526 -2.461 0.654  0.103

Calculated values
- Frontier orbital gap: 8.08 eV
- DFT total energy: -29916.287 eV
- HOMO level: -9.017 eV
- Strongest force on any atom: 5.18 eV Å⁻¹
- Structure (SMILES): CCN[S@](=N)(=O)Oc1ccc(N=O)cc1

Entry from OMol25: the molecule C2H2BrCl2I at a distorted geometry (wB97M-V/def2-TZVPD).

Last column: Löwdin charge in e.
Element x y z (Å)
I1 1.483 -1.419 1.516  0.755
Br1 -1.063 1.509 -1.538  0.558
Cl1 -1.005 -1.564 -0.969  0.560
Cl2 -1.844 0.277 1.141  0.593
C1 0.877 0.096 0.151  -0.748
C2 -0.853 -0.024 -0.215  -1.712
H1 1.518 -0.075 -0.582  -0.066
H2 0.888 1.200 0.496  0.061

Calculated values
- Frontier orbital gap: 9.76 eV
- DFT total energy: -105293.119 eV
- HOMO level: -9.798 eV
- Strongest force on any atom: 7.49 eV Å⁻¹
- Structure (SMILES): ClC(Cl)(Br)CI

Entry from OMol25: a structure of composition C10H14N2O7S3Sn (wB97M-V/def2-TZVPD).

Last column: Löwdin charge in e.
Element x y z (Å)
Sn1 -0.863 0.089 -1.061  1.333
S1 -0.574 -2.383 -0.511  0.581
S2 -3.559 -2.762 0.130  1.033
S3 -3.650 -0.016 -0.374  0.307
O1 -5.052 0.134 -0.268  -0.221
O2 0.429 0.439 1.234  -0.338
O3 1.085 3.075 -0.728  -0.217
O4 -2.800 1.041 0.178  -0.404
O5 2.054 0.369 -0.965  -0.242
O6 -3.130 -0.429 -1.682  -0.448
O7 -3.175 -1.242 0.627  -0.668
N1 0.009 -5.720 -2.106  0.172
N2 -4.251 -5.920 -1.133  0.184
C1 -0.358 0.405 2.425  -0.062
C2 2.426 2.776 -0.430  -0.216
C3 1.799 0.128 1.455  -0.186
C4 -2.050 -3.302 -0.588  -0.875
C5 -3.272 -5.315 -1.128  -0.246
C6 2.426 -0.395 0.169  -0.185
C7 2.848 1.532 -1.196  -0.156
C8 0.652 4.318 -0.194  -0.085
C9 -0.907 -5.183 -1.665  -0.239
C10 -2.062 -4.558 -1.119  -0.375
H1 0.897 4.394 0.870  0.091
H2 1.868 -0.657 2.214  0.134
H3 1.121 5.148 -0.731  0.091
H4 3.893 1.316 -0.951  0.130
H5 -1.393 0.549 2.124  0.074
H6 3.078 3.600 -0.745  0.134
H7 -0.427 4.356 -0.324  0.093
H8 2.079 -1.412 -0.017  0.099
H9 -0.251 -0.561 2.923  0.101
H10 2.338 1.010 1.817  0.120
H11 -0.058 1.207 3.105  0.102
H12 2.547 2.637 0.652  0.112
H13 3.516 -0.399 0.261  0.133
H14 2.770 1.729 -2.266  0.136

Calculated values
- Frontier orbital gap: 8.29 eV
- DFT total energy: -66244.501 eV
- HOMO level: -8.854 eV
- Strongest force on any atom: 0.56 eV Å⁻¹

Number 1 is which compound? C37H102ClO36S14

Which value of frontier orbital gap does entry 1 give? 8.22 eV